Record 1
Entry from the Open Molecules 2025 dataset: a structure of composition C39H32BMnN7 (ωB97M-V/def2-TZVPD).

The geometry in XYZ format:
```
80
C39H32BMnN7 (ωB97M-V/def2-TZVPD)
Mn 0.02039 1.07068 0.31364
C -0.03518 -3.32224 3.52672
C -0.01675 -1.84668 3.31708
C -0.01369 -0.83828 4.25510
C 0.01849 0.36242 3.52996
N 0.01704 0.08475 2.22174
N -0.00245 -1.26977 2.10250
B -0.00138 -1.95269 0.70486
N 1.28690 -1.55246 -0.06461
N 1.69883 -0.25362 -0.08433
C 2.78850 -0.18921 -0.84875
C 3.08664 -1.46930 -1.33384
C 2.11674 -2.30438 -0.80816
C 1.99824 -3.78042 -0.97966
C 3.50047 1.07850 -1.07098
C 4.33805 1.22381 -2.17608
C 5.00238 2.41635 -2.40835
C 4.83868 3.48640 -1.53802
C 4.01343 3.34781 -0.43140
C 3.35618 2.15181 -0.19598
N -1.27253 -1.52366 -0.07805
N -1.68143 -0.22242 -0.08378
C -2.76804 -0.14689 -0.85222
C -3.06824 -1.42143 -1.35069
C -2.10154 -2.26429 -0.83432
C -1.97860 -3.73635 -1.03361
C -3.47903 1.12234 -1.06945
C -3.25713 2.23084 -0.25648
C -3.91939 3.42345 -0.49229
C -4.82722 3.52706 -1.53604
C -5.06785 2.42321 -2.34342
C -4.39874 1.23345 -2.11173
C 0.04072 1.72365 4.09775
C 0.32763 2.84758 3.33076
C 0.33811 4.11387 3.89248
C 0.06825 4.28075 5.24258
C -0.21180 3.16684 6.02234
C -0.22574 1.90290 5.45610
H -0.04697 -3.53381 4.59383
H 0.84430 -3.79588 3.08986
H -0.91695 -3.77637 3.07414
H -0.01326 -0.97143 5.32263
H -0.01650 -3.14434 0.83147
H 3.92002 -1.76676 -1.94705
H 2.84313 -4.13158 -1.56865
H 1.08365 -4.06539 -1.49802
H 2.00603 -4.29888 -0.02068
H 4.45164 0.39965 -2.86923
H 5.64344 2.51218 -3.27506
H 5.35529 4.41989 -1.71920
H 3.88161 4.17263 0.25742
H 2.73425 2.04922 0.68309
H -3.89673 -1.70934 -1.97466
H -2.82203 -4.07895 -1.62968
H -1.98321 -4.27422 -0.08543
H -1.06301 -4.00507 -1.55905
H -2.56632 2.16291 0.57300
H -3.72479 4.27665 0.14478
H -5.34527 4.45901 -1.71975
H -5.77251 2.48929 -3.16219
H -4.57747 0.38354 -2.75802
H 0.55437 2.75335 2.27964
H 0.56561 4.96879 3.26728
H 0.07833 5.26764 5.68647
H -0.42454 3.28232 7.07726
H -0.45843 1.04734 6.07565
N 0.38121 11.04455 -0.81725
C 0.33308 9.90085 -0.71388
C 0.27432 8.47072 -0.58333
C 1.14316 7.66617 -1.31879
C 1.09146 6.29210 -1.19332
C 0.16886 5.69098 -0.33114
C -0.70036 6.50683 0.40076
C -0.64920 7.88094 0.27809
C 0.12189 4.26776 -0.19017
C 0.08379 3.05879 -0.05350
H 1.85674 8.12929 -1.98730
H 1.76391 5.66314 -1.76145
H -1.41351 6.04293 1.06946
H -1.32202 8.50903 0.84673
```

* LUMO (alpha / beta): 0.35 / 0.13 eV
* highest occupied orbital energy (alpha / beta): -8.29 / -8.45 eV
* charge: 0
* energy: -83392.9690 eV
* frontier orbital gap (alpha / beta): 8.637 / 8.582 eV
* <S²>: 8.7612
* multiplicity: 6


Record 2
Entry from the Open Molecules 2025 dataset: a structure of composition C39H32N3O3P2RbSe (ωB97M-V/def2-TZVPD).

The geometry in XYZ format:
```
81
C39H32N3O3P2RbSe (ωB97M-V/def2-TZVPD)
Rb 0.03636 1.57759 0.10060
O 1.78875 0.96002 2.11854
N 1.90500 1.83904 2.99624
N 0.80762 2.48494 3.24752
O -0.32846 2.24304 2.65839
C 0.87219 3.48258 4.25978
C -0.30157 4.15189 4.56820
C -0.30367 5.13633 5.54827
C 0.86273 5.46254 6.22651
C 2.03949 4.78784 5.90645
C 2.05032 3.80570 4.93207
H -1.19094 3.88120 4.01679
H -1.22429 5.65856 5.78040
H 0.85890 6.23446 6.98674
H 2.95803 5.04061 6.42288
H 2.96051 3.28397 4.67171
O -1.75063 0.57410 -1.82529
C -2.66251 0.63802 -0.99425
C -3.68875 -0.45322 -0.86066
C -4.89583 -0.42292 -1.56603
C -5.94418 -1.26431 -1.23682
C -5.80986 -2.16465 -0.17898
C -4.60871 -2.23016 0.51734
C -3.54707 -1.39301 0.17516
P -1.93149 -1.32893 1.04419
C -0.86539 -2.47420 0.09049
C 0.44111 -2.63958 0.56002
C 1.32888 -3.47791 -0.09752
C 0.92854 -4.14701 -1.24759
C -0.35498 -3.95939 -1.74001
C -1.24912 -3.12857 -1.07473
C -2.24464 -2.35410 2.54058
C -2.19955 -3.74881 2.56022
C -2.45164 -4.44919 3.73166
C -2.75399 -3.76366 4.90366
C -2.79258 -2.37661 4.89828
C -2.53085 -1.67726 3.72559
H -4.99975 0.29807 -2.37195
H -6.87358 -1.23087 -1.79511
H -6.63560 -2.81052 0.09828
H -4.49962 -2.93758 1.33178
H 0.75567 -2.08895 1.44229
H 2.34096 -3.59010 0.27301
H 1.62495 -4.79022 -1.77206
H -0.66114 -4.45722 -2.65300
H -2.24792 -2.97486 -1.46491
H -1.95941 -4.28303 1.64803
H -2.41196 -5.53255 3.73576
H -2.94690 -4.30900 5.81993
H -3.00965 -1.83761 5.81272
H -2.52488 -0.59259 3.71529
Se 3.06742 5.44980 -3.24066
C 2.08346 4.53320 -2.04380
N 1.44301 3.94226 -1.26990
C 2.23193 -2.15532 -3.74568
P 1.42507 -0.81215 -2.74670
C 0.99554 0.35041 -4.09397
C 0.49032 -0.09644 -5.31353
C 0.09935 0.80578 -6.29370
C 0.20899 2.17396 -6.07058
C 0.70141 2.62759 -4.85330
C 1.08224 1.72252 -3.87191
C 2.94768 -0.00867 -2.08690
C 3.91770 0.58294 -2.89810
C 5.02026 1.20842 -2.33694
C 5.16852 1.25084 -0.95330
C 4.21363 0.66756 -0.13676
C 3.11052 0.03959 -0.70429
H 1.47340 -2.77717 -4.22277
H 2.78823 -2.78075 -3.04640
H 2.91201 -1.76042 -4.50271
H 0.39145 -1.15833 -5.50863
H -0.29134 0.43625 -7.23551
H -0.08855 2.87546 -6.84036
H 0.81101 3.68695 -4.65453
H 1.46093 2.12655 -2.94009
H 3.78230 0.59468 -3.97408
H 5.74480 1.69876 -2.97537
H 6.01197 1.77352 -0.51841
H 4.27899 0.73582 0.94164
H 2.35885 -0.38556 -0.04923
```

* LUMO: 3.90 eV
* highest occupied orbital energy: -0.78 eV
* energy above the lowest of the compared OMol25 structures with the same formula, charge and spin: 0.2508 eV
* charge: -2
* energy: -136152.7463 eV
* frontier orbital gap: 4.678 eV
* multiplicity: 1


Record 3
Entry from the Open Molecules 2025 dataset: a structure of composition C39H33Br4N2O2OsP2 at a distorted geometry (ωB97M-V/def2-TZVPD).

The geometry in XYZ format:
```
83
C39H33Br4N2O2OsP2 (ωB97M-V/def2-TZVPD)
Os -1.05728 -0.31165 -1.48196
Br -2.75034 5.13931 -5.50562
C -2.09285 4.06834 -4.10855
C -1.32990 4.63750 -3.07408
Br -0.98405 6.48715 -3.05786
C -0.83207 3.82756 -2.05803
Br 0.17025 4.52137 -0.62859
C -1.07372 2.45451 -2.06765
O -0.61940 1.60787 -1.13124
C -1.85844 1.89202 -3.08377
O -2.07874 0.58150 -3.01797
C -2.35966 2.70522 -4.10002
Br -3.39243 1.86019 -5.42664
C -0.91414 -2.63624 -3.33524
N -1.46078 -2.35951 -1.97687
C -2.93484 -2.52786 -2.03736
C -0.86538 -3.31072 -0.97240
C 0.05175 -2.63036 0.01482
C 0.58067 -3.31440 1.08781
C 1.50433 -2.84279 2.05565
C 1.93591 -1.51478 2.36062
C 1.27699 -0.38086 2.02620
C 0.23946 -1.16704 -0.12112
H -1.18555 -3.64815 -3.64969
H 0.16633 -2.53468 -3.32469
H -1.33102 -1.91770 -4.03929
H -3.19106 -3.53658 -2.36994
H -3.34538 -1.80538 -2.74065
H -3.36490 -2.35339 -1.05275
H -0.37028 -4.13003 -1.49891
H -1.68333 -3.76034 -0.40659
H 0.34727 -4.37502 1.15603
H 1.97799 -3.62071 2.64368
H 2.83189 -1.41852 2.96308
H 1.58737 0.62713 2.25454
N 0.04796 -0.59090 1.29125
P -1.66718 0.23015 1.30569
C -2.12201 -0.51056 2.92568
C -3.30850 -1.24276 2.96318
C -3.71629 -1.86846 4.13415
C -2.93168 -1.78006 5.27282
C -1.74605 -1.05401 5.24642
C -1.34286 -0.41729 4.08290
C -1.64994 1.99009 1.68776
C -2.60175 2.68892 0.94278
C -2.89732 4.00872 1.25142
C -2.22652 4.63861 2.28851
C -1.25710 3.95471 3.01199
C -0.96688 2.63432 2.71752
P 1.62715 -0.86281 -1.36312
C 3.05334 -1.91272 -0.84914
C 4.24228 -1.43822 -0.29829
C 5.26220 -2.32133 0.03459
C 5.12079 -3.68141 -0.19573
C 3.96426 -4.15932 -0.79618
C 2.94800 -3.27742 -1.13308
C 2.25535 0.84265 -1.35493
C 2.86306 1.51631 -0.29491
C 3.42852 2.76517 -0.49202
C 3.38663 3.36370 -1.74488
C 2.76428 2.71669 -2.80094
C 2.20060 1.46338 -2.60544
H -0.32276 -1.42646 1.76614
H -3.92250 -1.31399 2.07082
H -4.64478 -2.42575 4.15516
H -3.24264 -2.27392 6.18533
H -1.13725 -0.97489 6.13944
H -0.42546 0.15442 4.09097
H -3.11237 2.19711 0.12117
H -3.63943 4.54456 0.67430
H -2.44665 5.67229 2.52550
H -0.72466 4.45638 3.81073
H -0.21441 2.11688 3.29811
H 4.39339 -0.38306 -0.14163
H 6.18009 -1.93845 0.46415
H 5.92129 -4.36419 0.06184
H 3.86206 -5.21439 -1.02186
H 2.06688 -3.65262 -1.64301
H 2.92027 1.05589 0.68198
H 3.89829 3.28103 0.33758
H 3.82606 4.34297 -1.89036
H 2.72139 3.18365 -3.77703
H 1.71818 0.95347 -3.43227
```

* LUMO (alpha / beta): -2.66 / -4.36 eV
* highest occupied orbital energy (alpha / beta): -9.88 / -10.09 eV
* charge: +1
* energy: -349258.8709 eV
* frontier orbital gap (alpha / beta): 7.212 / 5.722 eV
* <S²>: 6.0631
* multiplicity: 5